19
Properties=species:S:1:pos:R:3 method="wB97M-V/def2-TZVPD" smiles="NC(=O)C1=CC[C@@H](N)C1" orbital_gap_ev=9.63 de_lowest_kj_mol=328.46 total_charge=0 energy_ev=-11408.68357 lumo_ha=0.027
N -0.59415 1.10745 -2.36239
C -1.29154 0.37611 -1.46187
O -2.40234 -0.01406 -1.57037
C -0.48157 -0.01610 -0.25998
C -0.87933 -0.84441 0.70643
C 0.13210 -1.05110 1.77080
C 1.21188 0.04903 1.45220
N 2.48679 -0.23029 1.79050
C 0.95602 0.48885 -0.03654
H -0.89446 1.32690 -3.49887
H 0.47709 1.04553 -2.35077
H -1.89866 -1.48004 0.97986
H 0.61447 -1.97119 1.70710
H -0.37229 -0.99387 2.54949
H 0.91397 1.14304 1.97016
H 3.23898 0.53939 1.86460
H 2.93033 -0.96288 1.27476
H 1.21956 1.46276 -0.22922
H 1.85591 -0.15156 -0.72721